(1)
Molecular formula: C19H38BNO15Si2
Method: DFT, ωB97M-V with the def2-TZVPD basis set

The geometry in ORCA input format:
```
! wB97M-V def2-TZVPD RIJCOSX def2/J DEFGRID3
* xyz 0 1
Si -0.255 0.255 -1.320
Si 0.430 -2.568 -1.479
O 0.933 -0.588 6.777
O -0.329 -7.063 -3.414
O 1.726 2.143 -2.286
O 0.378 4.391 -0.713
O 1.180 4.039 1.363
O -0.306 -1.300 -0.710
O -0.034 -0.454 4.781
O -2.125 6.841 -5.454
O 0.235 1.413 6.012
O 0.374 -2.566 1.841
O 0.617 6.089 0.726
O 1.215 -6.610 -1.838
O -0.976 -6.674 -1.321
O -2.079 4.878 -4.348
O -0.170 5.819 -4.992
N -3.610 -1.457 0.319
C 1.171 -3.670 -0.154
C -2.080 0.496 0.850
C 0.084 -6.770 -2.159
C 1.533 -2.823 1.047
C -3.344 -0.031 0.148
C -1.518 5.938 -4.979
C 0.843 6.174 2.141
C -1.722 -7.395 -3.369
C 0.364 0.242 5.872
C -1.196 1.328 -0.072
C 1.639 4.910 2.410
C 0.700 4.802 0.359
C 2.818 1.103 0.658
C 0.498 -1.784 4.865
C 0.713 -1.943 6.359
C -1.064 3.894 -4.119
C -2.177 -6.689 -2.103
C 2.889 0.569 -0.788
C 0.203 4.730 -4.134
B 1.595 1.021 -1.518
H -2.879 -1.990 -0.133
H -3.241 0.155 -0.915
H -0.501 1.917 0.515
H -3.593 -1.694 1.302
H -1.821 -8.479 -3.302
H -1.829 2.027 -0.613
H -0.996 0.342 -2.610
H 2.869 2.181 0.669
H -1.244 3.387 -3.175
H 1.065 4.208 -4.536
H 1.572 -2.557 6.613
H -0.123 6.175 2.645
H 2.063 -4.140 -0.552
H -2.964 -7.213 -1.569
H 2.267 -3.323 1.670
H -1.545 -0.360 1.247
H 1.922 0.761 1.168
H -2.371 1.093 1.708
H -0.199 -2.497 4.440
H 1.534 -2.079 -2.345
H 1.439 4.466 3.380
H 2.712 5.057 2.291
H -2.488 -5.660 -2.287
H -0.170 -2.328 6.870
H 3.727 1.035 -1.300
H -1.093 3.164 -4.929
H -2.219 -7.042 -4.268
H 1.377 7.088 2.380
H 3.674 0.737 1.211
H -4.215 0.501 0.511
H 0.218 -1.617 1.835
H 3.097 -0.496 -0.771
H 1.973 -1.881 0.722
H 1.026 2.778 -2.065
H 0.444 -4.416 0.139
H -0.519 -3.293 -2.357
H 1.429 -1.822 4.300
H 0.449 5.127 -3.149
*
```

Output
**Lowest unoccupied orbital energy**: 0.01271 hartree
**HOMO-LUMO gap**: 9.42 eV
**HOMO**: -9.07 eV
**DFT total energy**: -68956.89041 eV

***

(2)
Molecular formula: C19H38Br16FNO2S
Method: DFT, ωB97M-V with the def2-TZVPD basis set

The geometry in ORCA input format:
```
! wB97M-V def2-TZVPD RIJCOSX def2/J DEFGRID3
* xyz 0 1
Br -3.528 -0.094 4.258
Br 3.763 5.870 3.012
Br 3.410 -2.232 -4.471
Br -4.063 1.302 7.634
Br -3.426 0.891 -3.187
Br 1.379 -0.145 4.700
Br 5.319 -4.722 -2.525
Br -5.333 0.728 -6.353
Br -4.161 2.313 -1.257
Br 1.961 -3.578 3.472
Br -0.726 -4.382 -3.876
Br -2.232 2.446 1.887
Br 3.045 1.423 1.502
Br 4.615 2.741 4.774
Br -4.336 -3.799 -4.380
Br 2.525 -1.505 -0.703
S -1.293 2.011 -2.598
F -2.697 3.027 -2.268
O -0.908 2.309 -4.019
O -1.793 0.534 -2.434
N -0.122 2.449 -1.414
C 1.969 1.664 -2.796
C 3.149 -4.158 -4.311
C 3.323 2.243 -2.764
C -2.401 0.858 6.715
C -4.438 1.348 0.422
C 0.353 -1.774 5.012
C 3.082 -0.484 1.921
C -2.473 1.212 5.251
C -4.154 2.231 1.612
C 3.408 -4.630 -2.902
C 5.733 3.896 3.672
C 1.259 -2.968 5.186
C -5.611 -0.236 -4.680
C -5.355 0.650 -3.487
C 5.416 5.352 3.908
C 1.091 1.557 -1.430
C -2.807 -3.075 -5.350
C -1.729 -4.114 -5.528
C 3.729 -1.279 0.812
H 5.588 3.585 2.637
H -0.211 -1.583 5.927
H -5.793 1.646 -3.587
H -0.580 2.308 -0.479
H -4.523 1.771 2.530
H 3.797 -4.629 -5.051
H 1.795 1.960 -0.596
H -2.920 2.189 5.064
H 4.195 1.555 -2.420
H -1.633 1.450 7.217
H -6.655 -0.557 -4.708
H -3.206 -2.765 -6.318
H 4.640 -0.818 0.427
H 3.042 -5.649 -2.764
H -2.115 -5.090 -5.827
H 2.118 -2.768 5.828
H -0.990 -3.781 -6.258
H 6.187 5.989 3.472
H 2.054 -0.783 2.124
H 2.107 -4.327 -4.587
H -4.575 3.232 1.518
H -0.342 -1.877 4.178
H 0.703 -3.818 5.584
H -1.481 1.179 4.797
H 0.868 0.455 -1.154
H 2.966 -3.984 -2.142
H -5.729 0.185 -2.572
H -4.965 -1.114 -4.707
H 1.565 1.313 -3.829
H 3.954 -2.293 1.148
H 6.757 3.671 3.974
H 5.298 5.602 4.963
H -2.212 -0.201 6.895
H -2.472 -2.193 -4.802
H -5.488 1.045 0.410
H 3.665 -0.560 2.840
H -3.807 0.458 0.384
H 3.458 3.317 -3.136
*
```

Output
**Lowest unoccupied orbital energy**: -0.09531 hartree
**HOMO-LUMO gap**: 3.79 eV
**HOMO**: -6.38 eV
**DFT total energy**: -1160119.94880 eV

***

(3)
Molecular formula: C19H38Br2N2O8P2
Method: DFT, ωB97M-V with the def2-TZVPD basis set

The geometry in ORCA input format:
```
! wB97M-V def2-TZVPD RIJCOSX def2/J DEFGRID3
* xyz 0 1
Br -0.797 1.907 -3.165
Br 0.151 4.264 -5.722
P 1.704 0.923 5.465
P -1.081 -2.759 -4.787
O -0.308 -1.519 -5.300
O -1.946 -4.143 -4.215
O 2.141 0.177 6.886
O 1.392 -0.658 4.836
O 0.072 1.008 5.726
O 1.983 2.338 6.027
O 0.048 -3.141 -3.639
O -0.517 -3.727 -6.017
N -1.918 6.622 1.317
N -0.561 1.961 0.727
C 3.060 0.762 7.794
C -0.400 -6.059 -4.173
C -1.170 -2.754 -1.578
C -0.114 3.774 -2.710
C -0.133 -3.200 -7.276
C 0.094 5.549 -0.596
C 2.308 1.458 8.915
C -0.933 6.159 0.575
C 1.376 -3.028 -7.326
C 0.026 -2.389 -2.436
C -0.695 1.743 4.787
C -0.634 4.219 -1.221
C -0.807 1.007 3.466
C -2.137 5.054 -4.005
C -0.527 2.948 -0.141
C 1.287 -1.845 5.613
C -0.499 4.852 -3.911
C 0.043 -1.895 6.483
C -1.725 -5.482 -4.639
H -1.694 1.877 5.216
H 1.098 5.213 -0.043
H 0.453 -5.553 -4.630
H 1.622 2.221 8.531
H 0.169 0.936 2.976
H -1.855 -5.575 -5.723
H 0.059 -1.135 7.267
H 1.873 -3.994 -7.192
H -1.220 -3.836 -1.418
H -2.529 -6.078 -4.193
H -0.662 -2.269 -7.503
H 0.032 -1.319 -2.663
H 3.001 1.935 9.612
H -2.438 5.687 -3.041
H -0.856 -1.720 5.885
H 0.948 -2.618 -1.893
H -2.725 4.026 -3.891
H -1.167 -0.015 3.619
H -0.260 2.737 4.644
H 0.069 5.868 -3.649
H 1.693 0.738 9.465
H 2.201 -2.015 6.191
H 3.662 -0.048 8.218
H 0.336 6.387 -1.384
H -1.117 -2.254 -0.607
H 3.757 1.435 7.285
H -0.291 -5.952 -3.089
H -0.042 -2.872 6.969
H -1.787 4.469 -1.299
H -2.481 5.556 -5.009
H -2.104 -2.456 -2.065
H -0.334 -7.120 -4.431
H 1.232 -2.672 4.896
H 1.687 -2.601 -8.282
H -0.434 -3.924 -8.040
H -1.491 1.526 2.789
H 1.074 3.668 -2.759
H 1.737 -2.379 -6.521
*
```

Output
**SMILES**: C[C@H](Br)[C@H](Br)[C@@H](C#N)CC#N.CCOP(=O)(OCC)OCC.CCOP(=O)(OCC)OCC
**Lowest unoccupied orbital energy**: -0.07723 hartree
**HOMO-LUMO gap**: 7.37 eV
**HOMO**: -9.47 eV
**DFT total energy**: -198332.29363 eV